# 1
The following is a quantum chemistry calculation of one molecule with the formula C4H6ClF2N in a non-equilibrium geometry, from OMol25.

Last column: natural (NBO) charge in e.
CARTESIAN COORDINATES (ANGSTROEM)
F1 -2.977 -0.498 -0.653  -0.3701
C1 -1.688 -0.890 -0.201  0.0396
C2 -0.563 0.090 -0.433  -0.1315
N1 -0.411 1.336 0.298  -0.5445
C3 0.544 0.238 0.511  -0.1362
C4 1.956 0.455 -0.019  0.2045
F2 1.889 1.080 -1.214  -0.3278
Cl1 2.864 -1.045 -0.226  -0.0519
H1 -1.495 -1.848 -0.693  0.1834
H2 -1.817 -1.167 0.886  0.1607
H3 -0.334 0.190 -1.489  0.2205
H4 -1.023 1.351 1.084  0.3555
H5 0.509 -0.326 1.456  0.2157
H6 2.545 1.034 0.692  0.1823

Energy above the lowest of the compared OMol25 structures with the same formula, charge and spin   18.2 kcal/mol
SMILES   FC[C@H]1N[C@@H]1[C@H](F)Cl
Highest occupied orbital energy   -10.4293 eV
E_tot   -23691.5778 eV
Largest force on an atom   1.88 eV/Å

# 2
The following is a quantum chemistry calculation of an isolated ion of composition C4H6ClFN3 and charge +1 in a non-equilibrium geometry, from OMol25.

Last column: natural (NBO) charge in e.
CARTESIAN COORDINATES (ANGSTROEM)
N1 2.464 -0.255 0.286  -0.7548
C1 1.601 0.831 -0.341  -0.2745
C2 0.075 0.384 -0.082  0.1469
C3 -0.491 -0.729 -0.987  -0.0607
N2 -1.825 -0.851 -0.405  -0.3369
Cl1 -2.981 -1.991 -1.011  0.3026
C4 -2.110 0.037 0.682  0.1768
N3 -0.902 0.833 0.884  0.0792
F1 -0.725 1.789 1.796  -0.0936
H1 2.213 -1.137 -0.211  0.3491
H2 2.029 -0.390 1.224  0.3497
H3 1.873 1.818 0.176  0.2499
H4 1.883 0.849 -1.452  0.2526
H5 -0.029 -1.308 -1.850  0.3100
H6 -3.073 0.120 1.292  0.3037

Energy above the lowest of the compared OMol25 structures with the same formula, charge and spin   148.9 kcal/mol
SMILES   NCc1cn(Cl)c[n+]1F
Highest occupied orbital energy   -13.5545 eV
E_tot   -23942.3571 eV
Net charge   +1
Largest force on an atom   6.75 eV/Å

# 3
The following is a quantum chemistry calculation of one molecule with the formula C4H6ClFS in a non-equilibrium geometry, from OMol25.

Last column: natural (NBO) charge in e.
CARTESIAN COORDINATES (ANGSTROEM)
C1 -0.033 1.321 -0.444  -0.4027
C2 0.476 0.262 0.145  -0.2606
S1 -0.375 -1.123 0.671  0.3437
C3 -1.955 -0.946 -0.080  -0.7783
C4 1.939 0.179 0.427  0.2119
F1 2.141 -0.143 1.737  -0.3397
Cl1 2.660 -1.161 -0.586  -0.0750
H1 -1.004 1.313 -0.897  0.2054
H2 0.534 2.264 -0.528  0.2089
H3 -2.384 -1.951 0.190  0.2424
H4 -1.911 -0.824 -1.197  0.2264
H5 -2.632 -0.255 0.317  0.2191
H6 2.543 1.063 0.243  0.1986

Energy above the lowest of the compared OMol25 structures with the same formula, charge and spin   17.9 kcal/mol
SMILES   C=C(SC)[C@@H](F)Cl
Highest occupied orbital energy   -8.6192 eV
E_tot   -30319.4387 eV
Largest force on an atom   2.73 eV/Å